[1]
149
Properties=species:S:1:pos:R:3:mulliken_charge:R:1 method="wB97M-V/def2-TZVPD" energy_ha=-6600.659312 total_charge=-1 lumo_ev=2.04 spin_multiplicity=1 largest_force_ev_per_a=0.9 e_above_lowest_kj_mol=119.5
Cd -1.0382 0.2162 -0.9291 2.759
N -0.4269 -0.7028 -4.1363 0.210
C -1.5021 -0.2676 -4.8493 0.019
C -1.4835 -0.2946 -6.2328 -0.813
C -2.5752 0.1293 -7.0036 -0.668
C -3.7219 0.5649 -6.4061 -0.932
C -3.7812 0.6239 -4.9952 1.173
C -4.9524 1.0473 -4.3276 -0.802
C -4.9695 1.1214 -2.9746 -1.244
C -3.7934 0.7999 -2.2692 -0.110
N -2.6884 0.3984 -2.8373 0.352
C -2.6658 0.2586 -4.1992 0.128
H 0.2511 -1.2172 -4.6711 0.236
H -0.5504 -1.0976 -3.2031 0.078
H -0.5940 -0.6742 -6.7224 0.455
H -2.5108 0.0838 -8.0840 0.363
H -4.5867 0.8656 -6.9854 0.364
H -5.8295 1.3004 -4.9123 0.370
H -5.8462 1.4517 -2.4344 0.512
H -3.7664 0.8821 -1.1892 0.473
N -0.3575 -1.8210 -1.3309 -1.689
S 0.6301 -2.7574 -0.8024 1.478
N 1.7142 -2.3073 0.2982 -0.037
S 3.1704 -1.8794 -0.1624 1.272
N 3.3603 -0.5755 -1.0427 -0.063
S 2.5038 0.7371 -0.6444 1.133
N 1.0810 0.8715 -0.8941 -1.180
C 3.4608 1.9457 -1.5655 -0.365
C 4.3636 1.5916 -2.5562 -0.298
C 4.9177 2.5889 -3.3526 -0.843
C 4.5701 3.9170 -3.1522 -0.525
C 3.6570 4.2578 -2.1599 -0.757
C 3.0910 3.2703 -1.3712 -0.254
C 2.9707 1.0370 1.0540 0.545
C 4.1530 1.6721 1.4098 0.092
C 4.4212 1.8826 2.7589 -1.077
C 3.5363 1.4413 3.7299 -0.708
C 2.3582 0.7931 3.3570 -0.380
C 2.0683 0.6054 2.0195 0.208
C 3.9657 -1.7014 1.3386 1.393
C 3.5341 -2.4021 2.5040 -0.579
C 4.3706 -2.4805 3.5990 -0.638
C 5.6449 -1.8986 3.5925 -0.868
C 6.0888 -1.2605 2.4204 -0.646
C 5.2890 -1.1598 1.3081 -1.393
C 3.9206 -3.0815 -1.1175 1.098
C 3.9970 -4.4042 -0.5759 -0.800
C 4.8117 -5.3411 -1.1656 -0.730
C 5.6162 -5.0277 -2.2741 -1.096
C 5.6101 -3.7079 -2.7472 -0.449
C 4.7992 -2.7397 -2.1955 -0.749
C 1.4896 -3.6392 -2.1005 -0.134
C 1.8497 -2.8738 -3.2110 0.012
C 2.3280 -3.4929 -4.3452 -1.133
C 2.4134 -4.8894 -4.4073 -0.852
C 2.0310 -5.6425 -3.3121 -0.843
C 1.5572 -5.0321 -2.1540 -0.206
C -0.1460 -4.0624 0.1457 0.222
C -1.4719 -4.3111 -0.1637 -0.690
C -2.1311 -5.3592 0.4653 -0.730
C -1.4610 -6.1465 1.3913 -0.720
C -0.1342 -5.8779 1.7062 -0.974
C 0.5298 -4.8290 1.0838 0.203
H 4.6202 0.5509 -2.6907 0.556
H 5.6223 2.3240 -4.1316 0.421
H 5.0061 4.6902 -3.7750 0.362
H 3.3712 5.2923 -2.0095 0.456
H 2.3556 3.5151 -0.6143 0.518
H 4.8515 1.9976 0.6496 0.464
H 5.3412 2.3743 3.0520 0.357
H 3.7640 1.5899 4.7785 0.392
H 1.6662 0.4415 4.1137 0.398
H 1.1638 0.1045 1.6991 -0.480
H 2.5417 -2.8324 2.5254 0.215
H 4.0228 -2.9909 4.4918 0.409
H 6.2833 -1.9551 4.4657 0.353
H 7.0822 -0.8241 2.3926 0.407
H 5.6475 -0.6818 0.4028 0.304
H 3.4257 -4.6621 0.3092 0.159
H 4.8320 -6.3459 -0.7559 0.419
H 6.2463 -5.7801 -2.7319 0.309
H 6.2481 -3.4391 -3.5842 0.406
H 4.7980 -1.7300 -2.5794 0.114
H 1.8133 -1.7941 -3.1288 0.943
H 2.6498 -2.8919 -5.1900 0.468
H 2.7930 -5.3749 -5.2972 0.366
H 2.1039 -6.7234 -3.3488 0.391
H 1.2668 -5.6346 -1.3050 0.374
H -1.9569 -3.6633 -0.8841 0.339
H -3.1696 -5.5657 0.2315 0.478
H -1.9732 -6.9733 1.8696 0.386
H 0.3850 -6.4835 2.4391 0.458
H 1.5559 -4.5892 1.3295 0.119
C -2.3948 -0.7942 4.0018 -1.247
N -2.7385 -0.3932 2.6392 1.679
C -1.6239 0.3044 1.9847 -2.051
C -3.5403 -1.2196 1.8834 -0.716
N -3.2771 -1.4482 0.6521 -0.053
N -4.6395 -1.7508 2.5959 0.253
C -5.3910 -2.7917 1.9357 -1.128
C -5.4877 -0.7956 3.2941 -0.932
H -1.4082 -1.2728 4.0207 0.181
H -3.1190 -1.5012 4.3912 0.483
H -2.3626 0.0838 4.6505 0.238
H -1.1826 0.8887 2.7979 0.532
H -3.0936 1.0897 0.6376 0.677
H -0.8712 -0.4449 1.7015 0.775
H -4.0247 -1.9526 0.1916 0.260
H -6.0368 -2.4104 1.1301 0.371
H -6.0286 -3.2840 2.6711 0.296
H -4.7113 -3.5344 1.5210 0.358
H -4.8845 0.0055 3.7130 -0.028
H -6.0214 -1.2966 4.1044 0.407
H -6.2316 -0.3491 2.6176 0.323
C -2.0188 1.2205 0.8072 -0.799
Ge -2.0250 3.1054 1.2877 2.279
C -2.4679 3.1742 3.2095 -0.280
C -3.6573 2.5763 3.6421 -0.209
C -3.9492 2.4443 4.9941 -0.776
C -3.0431 2.8994 5.9460 -0.605
C -1.8558 3.4905 5.5365 -0.751
C -1.5721 3.6245 4.1797 -0.036
C -3.4784 3.9847 0.2945 -0.241
C -3.4084 4.0350 -1.1004 -0.101
C -4.3934 4.6704 -1.8479 -0.786
C -5.4757 5.2630 -1.2096 -0.650
C -5.5635 5.2214 0.1757 -0.693
C -4.5700 4.5913 0.9180 -0.461
C -0.5233 4.3507 1.0226 0.022
C 0.7356 4.1253 1.5818 0.254
C 1.7564 5.0628 1.4636 -1.042
C 1.5392 6.2418 0.7632 -0.602
C 0.2965 6.4810 0.1920 -0.843
C -0.7251 5.5473 0.3285 -0.715
H -4.3595 2.1944 2.9050 0.638
H -4.8761 1.9768 5.3085 0.373
H -3.2619 2.7887 7.0017 0.359
H -1.1484 3.8492 6.2749 0.446
H -0.6391 4.0879 3.8774 0.299
H -2.5607 3.5869 -1.6100 0.574
H -4.3154 4.7033 -2.9288 0.454
H -6.2425 5.7643 -1.7887 0.373
H -6.4004 5.6921 0.6790 0.419
H -4.6436 4.5743 2.0009 0.338
H 0.9312 3.2067 2.1168 0.551
H 2.7217 4.8629 1.9119 0.369
H 2.3362 6.9694 0.6612 0.435
H 0.1188 7.4005 -0.3540 0.409
H -1.6911 5.7556 -0.1157 0.286

[2]
35
Properties=species:S:1:pos:R:3:mulliken_charge:R:1 method="wB97M-V/def2-TZVPD" energy_ha=-1045.904751 total_charge=-1 lumo_ev=2.88 spin_multiplicity=1 largest_force_ev_per_a=6.5 e_above_lowest_kj_mol=417.9
O 1.5122 2.8629 -0.4777 -0.613
C 0.2742 2.9136 -0.2590 0.098
N -0.6958 2.3833 -1.1790 -0.018
C -0.2093 1.4396 -2.2148 0.297
O 0.6181 1.9678 -2.9340 -0.630
O -0.9723 0.4487 -2.2668 -0.764
H -0.1983 3.0547 0.8179 0.243
H -1.5992 2.3665 -0.8966 0.277
H -0.0429 -1.2594 2.7572 0.298
H 1.2517 -0.7602 2.8572 0.373
O 0.4575 -0.9017 3.4214 -0.706
H -3.4433 1.0067 0.2352 0.379
H -3.3239 0.1683 1.3188 0.312
O -3.2595 1.0893 1.2067 -0.731
H -0.9296 -2.9809 -1.9536 0.273
H -0.1526 -2.9241 -0.6007 0.341
O -0.9620 -2.9294 -1.0408 -0.613
H -2.9350 -1.1014 -0.8055 0.322
H -2.3400 -0.0401 -1.4623 0.497
O -3.1800 -0.2301 -1.1031 -0.794
H 0.7851 0.0840 -0.6736 0.187
H -0.1366 -0.8884 -0.0486 0.118
O 0.7770 -0.6579 -0.1738 -0.027
H -1.6191 1.3119 1.8648 0.361
H -0.6946 1.1365 2.9365 0.287
O -0.6620 1.0687 1.9886 -0.534
H 3.2506 -1.4063 1.1402 0.373
H 1.9099 -0.8747 1.0210 0.373
O 2.3523 -1.6341 1.5655 -0.883
H 3.0802 1.2192 -1.9756 0.355
H 2.4228 1.4983 -0.7352 0.276
O 3.1448 0.9297 -1.0397 -0.684
H 1.8658 -2.2303 -0.8750 0.335
H 1.9975 -2.9791 0.2751 0.450
O 1.6563 -3.1515 -0.6910 -0.831

[3]
10
Properties=species:S:1:pos:R:3:mulliken_charge:R:1 method="wB97M-V/def2-TZVPD" energy_ha=-284.376259 total_charge=+1 lumo_ev=-5.37 spin_multiplicity=1 largest_force_ev_per_a=4.1 e_above_lowest_kj_mol=209.5 smiles=c1c[n+]2c(o1)C2
C -0.3946 -1.2357 -0.9943 -0.198
C 0.6477 -0.3885 -0.9836 -0.153
N 0.5646 0.2672 0.2102 -0.017
C -0.6206 -0.0784 0.7852 0.304
O -1.2726 -0.8725 0.0226 -0.198
C 0.0672 1.2313 1.1581 -0.132
H -0.5849 -2.1058 -1.7034 0.355
H 1.4630 -0.1459 -1.5707 0.467
H -0.3840 2.0863 0.8297 0.330
H 0.5141 1.2420 2.2461 0.243

[4]
21
Properties=species:S:1:pos:R:3:mulliken_charge:R:1 method="wB97M-V/def2-TZVPD" energy_ha=-1886.941520 total_charge=0 lumo_ev=-0.24 spin_multiplicity=1 largest_force_ev_per_a=3.9 e_above_lowest_kj_mol=51.2 smiles="C[C@@]1(c2cccs2)C(=O)N(Cl)C(=O)N1Cl"
C -0.3030 0.3315 -2.0585 -1.843
C 0.2824 0.2207 -0.6757 1.850
C -0.6759 -0.1588 0.4423 -0.204
C -2.0235 0.0219 0.5496 -0.265
C -2.5709 -0.5500 1.7542 -0.581
C -1.6163 -1.1744 2.5280 -0.557
S -0.1247 -1.1716 1.7394 -0.078
C 1.3338 -0.8774 -0.7974 -0.125
O 1.1802 -1.9567 -1.2857 -0.546
N 2.4985 -0.3934 -0.2599 0.067
Cl 4.0699 -1.1632 -0.2190 0.018
C 2.3918 0.9830 0.1194 0.340
O 3.2720 1.6215 0.5600 -0.516
N 1.1485 1.4294 -0.2631 -0.002
Cl 0.2899 2.7964 0.3037 -0.034
H 0.3014 0.9499 -2.7318 0.432
H -1.1623 0.9578 -2.2298 0.411
H -0.5127 -0.5750 -2.5809 0.367
H -2.4271 0.5959 -0.2792 0.332
H -3.5504 -0.3612 1.8653 0.517
H -1.8015 -1.5262 3.5191 0.417